[1]
{
  "formula": "C7H14NOSi",
  "method": "the ωB97M-V functional and the def2-TZVPD basis",
  "spin_multiplicity": 3,
  "e_homo_ev": [-8.5, -13.6],
  "orbital_gap_ha": [0.1986, 0.2833],
  "total_charge": 1,
  "species": ["C", "H", "N", "C", "H", "Si", "H", "H", "C", "H", "H", "O", "H", "H", "H", "H", "C", "H", "H", "H", "C", "H", "C", "C"],
  "coordinates": [[0.966, 2.035, -2.084], [2.191, 0.484, 1.218], [2.189, -0.560, 0.838], [1.006, -1.305, 1.259], [-1.844, 0.387, -2.635], [-0.800, -0.509, 0.543], [2.046, -0.355, -0.226], [3.059, -1.033, 0.969], [-0.301, 0.508, -0.960], [-0.315, 2.075, -3.822], [1.855, 2.646, -2.175], [0.904, 1.237, -0.969], [0.970, -1.212, 2.340], [-1.947, 1.326, 2.131], [1.155, -2.441, 0.965], [-2.860, -1.682, 0.405], [-0.867, 0.716, -2.177], [-1.646, -2.913, 0.772], [-0.306, 1.742, 1.990], [-0.694, 0.442, 3.129], [-1.853, -1.971, 0.127], [-1.767, -2.171, -0.878], [-0.111, 1.739, -2.801], [-1.030, 0.816, 2.041]],
  "nbo_charge": [0.1669, 0.4586, -0.7040, -0.6198, 0.2540, 1.4933, 0.4649, 0.4329, -0.0869, 0.2510, 0.2246, -0.5830, 0.2269, 0.2486, 0.2394, 0.2644, -0.3032, 0.2763, 0.2480, 0.2440, -1.1149, 0.2560, -0.2520, -1.0859]
}



[2]
{
  "formula": "C5H13NO",
  "method": "the ωB97M-V functional and the def2-TZVPD basis",
  "spin_multiplicity": 1,
  "smiles": "CC(C)=C(C)N.O",
  "de_lowest_kcal_mol": 29.18,
  "e_homo_ev": -7.8,
  "orbital_gap_ha": 0.3157,
  "species": ["H", "C", "C", "H", "H", "H", "H", "H", "N", "C", "O", "H", "H", "H", "H", "C", "H", "H", "C", "H"],
  "coordinates": [[2.739, -1.159, 1.081], [0.682, 0.672, 1.631], [0.966, -0.234, 0.464], [1.119, -2.373, -0.763], [1.089, 0.260, 2.545], [-2.391, 2.365, -2.087], [-0.389, 0.689, 1.836], [-3.214, 3.560, -1.648], [0.222, -2.050, -0.968], [2.412, -0.564, 0.209], [-2.343, 3.324, -1.989], [-1.902, -0.545, -1.116], [3.063, 0.298, 0.353], [2.590, -1.062, -0.737], [-1.606, 0.496, 0.208], [-0.013, -0.891, -0.159], [0.915, 1.726, 1.461], [-2.041, -1.179, 0.545], [-1.472, -0.538, -0.113], [-0.426, -2.795, -0.756]],
  "nbo_charge": [0.2073, -0.6302, -0.0786, 0.3578, 0.2115, 0.4676, 0.2108, 0.4662, -0.8239, -0.6449, -0.9333, 0.2186, 0.2232, 0.2135, 0.2198, 0.1854, 0.2122, 0.2113, -0.6580, 0.3636]
}



[3]
{
  "formula": "C27H27BrN8O3S3Zr",
  "method": "the ωB97M-V functional and the def2-TZVPD basis",
  "spin_multiplicity": 1,
  "de_lowest_kcal_mol": 21.81,
  "e_homo_ev": -1.6,
  "orbital_gap_ha": 0.1958,
  "total_charge": -2,
  "species": ["C", "N", "H", "C", "H", "C", "S", "C", "S", "H", "H", "C", "H", "C", "H", "H", "H", "N", "C", "N", "O", "C", "O", "H", "C", "S", "C", "C", "C", "C", "H", "H", "C", "C", "C", "H", "H", "C", "C", "C", "N", "H", "H", "H", "Br", "C", "H", "H", "Zr", "H", "C", "H", "O", "C", "H", "H", "C", "H", "N", "C", "N", "N", "C", "N", "H", "H", "C", "C", "H", "H"],
  "coordinates": [[-4.070, 0.749, 1.560], [-2.766, -3.116, -0.053], [-6.085, 0.819, 0.847], [3.041, -4.337, 1.787], [4.566, -2.946, -1.528], [-2.843, 2.818, 1.196], [-4.262, -0.879, 2.089], [1.895, -3.372, 1.920], [-1.404, 0.944, 2.499], [-0.087, 4.756, -2.517], [-0.840, -1.570, -2.248], [-6.287, 3.241, -0.169], [-2.612, -1.442, -2.086], [-0.238, 5.848, -0.652], [-1.377, 4.196, -1.458], [-2.573, -3.713, 0.739], [2.951, -4.896, 0.854], [0.034, 2.514, -0.204], [-1.479, -0.340, -0.551], [-3.711, 5.827, -0.328], [-0.583, -3.413, -0.580], [4.839, -0.995, -4.295], [-0.661, -2.125, 2.195], [5.470, -0.844, -5.163], [2.909, -0.395, -2.988], [2.232, 3.394, -1.108], [5.147, -1.988, -3.371], [0.503, 3.470, -0.923], [4.343, -2.181, -2.260], [-1.247, -3.292, 4.137], [6.020, -2.613, -3.519], [-3.400, -2.357, 0.197], [3.216, -1.385, -2.059], [2.185, 1.955, -0.136], [-2.868, 1.514, 1.684], [-2.437, -0.159, -0.060], [3.159, 0.608, 0.965], [-5.170, 1.388, 0.940], [-1.665, -1.515, -1.537], [-1.623, -2.777, -0.719], [1.756, -2.395, 1.073], [-0.928, 6.601, -1.031], [-0.912, -4.083, 4.807], [-1.237, 0.571, -1.106], [1.921, 0.138, 3.032], [-0.351, 4.564, -1.473], [-1.418, -2.371, 4.698], [3.908, 0.989, -0.522], [0.130, -0.641, 1.033], [-1.918, 3.370, 1.296], [3.719, -0.201, -4.099], [-2.204, -3.555, 3.684], [1.309, -0.791, -0.782], [0.971, -3.597, 2.984], [-0.504, 5.656, 0.387], [3.988, -3.800, 1.740], [-3.934, 3.422, 0.575], [0.779, 6.244, -0.675], [-7.230, 3.686, -0.659], [2.349, -1.555, -0.858], [0.980, 1.631, 0.226], [2.698, -2.413, 0.041], [-5.123, 2.679, 0.450], [3.329, 1.307, 0.242], [3.049, -5.032, 2.625], [1.223, -4.345, 3.722], [-3.813, 4.749, 0.072], [-0.252, -2.996, 3.056], [3.468, 0.574, -4.814], [2.025, 0.207, -2.819]],
  "nbo_charge": [-0.1463, -0.8400, 0.2219, -0.6617, 0.2330, -0.0947, -0.4485, 0.3399, -0.3168, 0.2035, 0.2173, 0.3342, 0.1912, -0.5972, 0.2524, 0.3842, 0.2331, -0.2190, -0.9922, -0.4240, -0.6378, -0.2327, -0.8018, 0.1968, -0.2175, 0.3010, -0.2319, 0.0512, -0.1963, -0.6684, 0.1983, 0.4236, -0.0120, 0.2749, -0.1866, 0.2384, 0.4382, -0.1963, -0.4850, 0.6873, -0.4187, 0.2232, 0.1911, 0.2260, -0.5556, -0.4469, 0.2472, 0.3915, 1.9723, 0.2199, -0.2257, 0.2316, -0.8267, -0.4420, 0.2217, 0.2298, -0.2653, 0.1896, -0.3970, 0.5305, -0.3561, -0.4173, -0.1754, -0.8317, 0.1955, 0.1961, 0.3350, 0.4998, 0.2031, 0.2411]
}